(1)
Computed, not measured: a molecular structure, C9H11N2O3S, with ωB97M-V/def2-TZVPD.

XYZ file:
```
26
Properties=species:S:1:pos:R:3:forces:R:3:lowdin_charge:R:1
C -2.145033 -1.157435 -0.590636 1.922 0.476 -0.573 -0.502
C -2.058604 1.673758 1.333648 -0.179 0.965 2.642 -0.072
C -0.048479 -0.174299 2.488819 -0.549 -0.683 0.368 -0.613
C -1.506799 -2.557347 -0.802247 -1.071 0.672 -1.212 -0.058
C -0.494993 -2.088487 0.191113 0.029 -0.135 1.895 -0.542
C -0.301127 0.159973 0.912706 -0.696 2.179 -0.107 -0.298
C 0.996481 0.021504 -0.082393 -0.162 1.911 0.094 -0.696
C 0.533113 0.807081 -1.370984 0.330 0.540 1.986 -0.086
C 2.304236 0.648334 0.456439 -0.556 -0.375 1.346 -0.105
N -0.871849 1.535863 0.968966 1.639 -1.208 -1.714 0.046
N -1.221097 -0.826783 0.335215 2.497 -1.278 2.051 0.037
O 0.911464 -0.943744 2.719095 -0.604 0.675 -0.137 -0.048
O -2.892336 -0.443189 -1.162960 -2.401 0.658 -1.127 0.082
O -0.931965 0.312209 3.237249 1.271 -0.794 -0.280 -0.055
S 1.162509 -1.712716 -0.391920 0.471 -0.848 -0.511 0.972
H -2.310582 2.687720 1.714686 -0.231 -0.229 -1.004 0.075
H -2.657147 0.914667 1.847807 -0.129 -0.415 -1.010 0.081
H -2.237435 -3.296159 -0.468042 0.561 -0.597 -0.623 0.112
H -1.032779 -2.536319 -1.826757 -1.028 -0.818 0.899 0.124
H -0.404660 -2.575370 1.167132 -0.043 -0.324 -0.318 0.113
H 1.206258 0.785387 -2.220841 0.629 0.001 0.183 0.059
H 0.409547 1.892578 -0.935240 -0.492 -2.010 -1.533 0.110
H -0.314737 0.193827 -1.690772 -0.549 1.194 -0.119 0.058
H 3.090385 0.796872 -0.237209 0.468 -0.185 -1.562 0.047
H 2.830422 0.114783 1.284805 -1.149 0.367 -0.278 0.086
H 2.028495 1.662512 0.720920 0.019 0.263 0.643 0.074
```
Forces are in eV/Å.

Output
Kohn-Sham gap: 7.74 eV
Charge: -1
2S+1: 1
E_HOMO: -4.63 eV



(2)
Computed, not measured: a molecular structure, C24H36O5PS2SbSn, with ωB97M-V/def2-TZVPD.

XYZ file:
```
70
Properties=species:S:1:pos:R:3:forces:R:3:lowdin_charge:R:1
Sn 0.610200 2.009000 1.144400 0.304 -0.377 0.183 0.935
C -3.687600 5.245900 0.556900 0.247 -0.014 -0.190 -0.076
C -3.099200 5.273500 -0.839400 -0.499 0.166 0.119 -0.251
O -1.665900 5.087700 -0.780900 0.221 0.028 0.052 -0.306
P -0.978300 3.702900 -0.973000 0.224 -0.402 0.185 -0.058
S 0.992900 3.955600 -0.618300 -0.706 -0.384 0.020 0.296
S -1.791300 2.223600 0.209800 0.431 0.509 -0.515 0.248
O -1.293400 3.353300 -2.486100 -0.094 0.481 0.386 -0.300
C -0.787500 2.155400 -3.084700 0.308 -0.585 -0.247 -0.286
C 0.460700 2.442500 -3.899200 -0.235 0.121 0.229 -0.071
H -4.764500 5.371400 0.491600 -0.125 0.049 0.040 0.085
H -3.265000 6.053300 1.150700 -0.042 0.042 0.064 0.086
H -3.468600 4.298900 1.044900 -0.083 0.008 0.039 0.031
H -3.233300 6.256100 -1.295000 0.009 -0.187 -0.064 0.128
H -3.543300 4.512500 -1.485900 0.066 0.064 -0.001 0.115
H -1.595500 1.776700 -3.716500 0.101 0.030 0.137 0.128
H -0.581400 1.421100 -2.291300 -0.114 0.040 -0.202 0.080
H 0.274800 3.266600 -4.583500 -0.001 -0.006 -0.123 0.088
H 0.735500 1.558400 -4.465900 0.045 -0.118 -0.125 0.074
H 1.288600 2.715000 -3.249900 0.068 0.004 0.014 0.045
O 2.552500 1.051700 -0.242200 -0.093 0.191 0.092 -0.153
C 2.718800 -0.362500 -0.166500 -0.066 -0.599 -0.044 -0.340
C 1.307100 -0.953800 -0.004400 0.225 0.596 -0.080 -0.622
O 1.109200 -2.126900 -0.296400 -0.449 -0.910 -0.211 -0.032
O 0.397000 -0.194900 0.437400 -0.490 1.098 0.337 -0.280
C 3.504600 -0.788700 1.059600 0.181 0.112 0.218 -0.165
C 3.576000 -2.141100 1.381500 -0.026 0.003 0.063 -0.030
C 4.351500 -2.564700 2.444000 -0.002 -0.021 -0.019 -0.056
C 5.080600 -1.647500 3.183600 0.035 0.033 0.053 -0.072
C 5.005300 -0.301700 2.877000 0.061 0.008 0.061 -0.063
C 4.209600 0.129700 1.827600 -0.082 0.073 -0.205 -0.021
C 3.319900 -0.873200 -1.461100 0.162 0.111 0.004 -0.144
C 2.583200 -0.728600 -2.631000 0.101 -0.025 -0.067 -0.020
C 3.108000 -1.147400 -3.839600 -0.132 0.090 0.007 -0.062
C 4.370200 -1.715400 -3.883200 0.124 -0.068 -0.039 -0.071
C 5.110500 -1.850400 -2.723200 0.051 -0.006 -0.141 -0.056
C 4.590300 -1.426900 -1.513100 -0.068 0.082 0.044 -0.005
H 3.365900 1.446300 -0.584600 -0.093 0.024 -0.023 0.134
H 3.028700 -2.854900 0.784900 0.013 -0.087 -0.026 0.119
H 4.401200 -3.614800 2.687600 0.009 -0.108 0.004 0.109
H 5.710200 -1.982600 3.991300 0.068 -0.045 0.137 0.107
H 5.578400 0.417500 3.443400 0.002 0.047 0.065 0.110
H 4.164400 1.188300 1.605200 -0.019 -0.014 -0.023 0.111
H 1.597300 -0.286100 -2.585900 -0.123 0.054 -0.040 0.113
H 2.542400 -1.029400 -4.751700 -0.092 -0.003 -0.061 0.105
H 4.777900 -2.051200 -4.823300 0.048 -0.026 -0.123 0.108
H 6.099900 -2.278000 -2.759600 0.105 -0.067 -0.004 0.110
H 5.177200 -1.533000 -0.614600 0.048 -0.015 0.082 0.119
C -4.221400 -1.566300 1.242200 -0.006 0.069 0.073 -0.193
C -3.752100 -2.224200 -0.030000 0.823 0.086 -0.045 -0.374
Sb -1.498200 -2.364100 -0.090500 -0.222 -1.165 -0.226 1.707
C -1.171700 -3.610000 -1.872800 0.109 0.506 0.538 -0.380
C -2.339500 -4.510800 -2.211400 -0.080 -0.020 0.052 -0.182
C -1.053900 -3.724500 1.577900 -0.013 0.604 -0.430 -0.370
C -1.982500 -4.918600 1.667700 -0.042 0.006 -0.061 -0.170
H -5.312100 -1.563200 1.269500 -0.013 0.044 0.095 0.081
H -3.875000 -0.534700 1.300300 -0.047 0.034 0.079 0.059
H -3.862000 -2.103600 2.118700 -0.042 0.029 0.126 0.063
H -4.058000 -1.672300 -0.915100 0.061 -0.055 -0.110 0.052
H -4.077900 -3.258300 -0.105600 0.033 -0.163 -0.107 0.047
H -0.265400 -4.175500 -1.664200 0.077 0.089 0.065 0.057
H -0.958800 -2.923900 -2.691500 0.088 0.049 0.040 0.050
H -2.567500 -5.202700 -1.402700 -0.070 -0.053 -0.003 0.056
H -2.086600 -5.099900 -3.092300 -0.065 -0.064 -0.052 0.080
H -3.234700 -3.936800 -2.437800 -0.122 -0.020 -0.039 0.065
H -1.106100 -3.122300 2.483400 0.079 0.064 0.009 0.054
H -0.020300 -4.029600 1.425500 0.050 0.133 -0.056 0.052
H -3.015600 -4.611600 1.817900 -0.113 -0.072 -0.018 0.062
H -1.689600 -5.527100 2.523700 -0.050 -0.059 0.018 0.081
H -1.921500 -5.546700 0.780600 -0.058 -0.043 -0.010 0.060
```
Forces are in eV/Å.

Output
Kohn-Sham gap (spin up / spin down): 8.68 / 6.83 eV
Charge: +1
Expectation value of S²: 0.75
2S+1: 2
E_HOMO (spin up / spin down): -10.98 / -11.50 eV



(3)
Computed, not measured: C8H11F2NO2 in the gas phase, with ωB97M-V/def2-TZVPD.

XYZ file:
```
24
Properties=species:S:1:pos:R:3:forces:R:3:lowdin_charge:R:1
C -3.501326 0.384819 0.052039 -1.639 -0.505 1.414 -0.502
C 2.409856 0.487880 0.502021 2.290 1.573 1.433 -0.177
C 2.507405 -0.267004 -0.851026 -3.754 0.155 3.001 -0.089
C 1.005628 1.116330 0.612359 1.592 -1.393 -2.160 -0.094
C 1.073163 -0.827639 -0.999795 -0.647 -1.149 -1.331 -0.093
C 0.181080 0.060088 -0.124444 1.105 -2.543 1.564 -0.287
C 0.532280 -1.601407 0.170435 1.707 5.749 -1.055 -0.392
C -2.062791 0.664448 0.577665 -1.851 1.541 -0.411 -0.099
N -1.167912 0.172344 -0.413364 0.134 1.094 -2.025 -0.038
O -4.518422 0.926137 0.394936 0.791 1.221 0.353 0.099
O -3.675763 -0.714285 -0.687402 1.284 -0.217 -0.482 0.112
F 1.385455 -1.934230 1.161865 -1.026 -1.226 -0.034 0.104
F -0.504736 -2.337996 -0.118947 -0.591 -1.688 0.746 0.145
H 2.628130 -0.106738 1.411856 -0.350 -0.214 -0.918 0.107
H 3.189164 1.322741 0.681909 -0.972 -1.143 -0.971 0.133
H 2.762564 0.362194 -1.595096 0.303 2.462 -2.658 0.078
H 3.202979 -0.989379 -0.910591 2.466 -2.789 0.381 0.077
H 0.769483 1.150643 1.611956 -0.848 0.373 2.346 0.085
H 1.110690 2.138993 0.222875 -0.908 -0.351 -0.400 0.127
H 0.630288 -1.287606 -1.975477 1.110 1.296 1.386 0.181
H -1.880613 0.028285 1.394168 -0.204 -0.991 1.446 0.119
H -2.085532 1.719005 1.057628 0.537 -1.181 -1.425 0.162
H -1.213364 0.578659 -1.342587 -0.753 0.408 0.101 0.154
H -2.777709 -1.046275 -0.832974 0.223 -0.479 -0.300 0.089
```
Forces are in eV/Å.

Output
Kohn-Sham gap: 9.55 eV
Charge: 0
SMILES string: O=C(O)CN[C@]12CCC[C@H]1C2(F)F
2S+1: 1
E_HOMO: -8.94 eV